This record from the OMol25 dataset describes the molecule C3H7N3O2. The level of theory is ωB97M-V/def2-TZVPD.

```
! wB97M-V def2-TZVPD RIJCOSX def2/J DEFGRID3
* xyz 0 1
H -2.36 0.51 -1.03
N -2.24 -0.48 -0.71
C -1.24 -0.49 0.03
N -0.70 -1.74 0.38
N -0.48 0.64 0.52
O -0.66 1.74 -0.42
C 0.93 0.46 0.74
C 1.80 0.20 -0.47
O 2.22 -0.88 -0.63
H 0.27 -1.96 0.12
H -1.24 -2.48 -0.06
H -0.72 2.57 0.37
H 1.19 -0.46 1.26
H 1.31 1.36 1.22
H 1.93 1.00 -1.34
*
```

LUMO energy (eV): 0.2610
Structure (SMILES): [H]/N=C(/N)N(O)CC=O
E_HOMO (eV): -9.247
Energy above the lowest of the compared OMol25 structures with the same formula, charge and spin (eV): 4.792
HOMO-LUMO gap (hartree): 0.3494


This record from the OMol25 dataset describes a structure of composition C3H7Cl4Hg2O. The level of theory is ωB97M-V/def2-TZVPD.

```
! wB97M-V def2-TZVPD RIJCOSX def2/J DEFGRID3
* xyz 3 1
Hg 2.13 -0.14 -4.74
Hg -1.43 0.70 -4.51
C 0.05 -1.20 -2.35
O 0.20 -0.53 -3.65
H -0.13 -2.25 -2.57
H 0.99 -1.16 -1.79
H -0.77 -0.75 -1.80
C -2.28 0.52 2.69
Cl -1.33 0.36 4.13
Cl -2.06 2.06 1.90
H -2.07 -0.30 2.01
H -3.34 0.48 2.99
C 2.02 0.36 1.61
Cl 2.61 0.37 -0.04
Cl 1.24 1.83 2.12
H 1.30 -0.45 1.74
H 2.87 0.08 2.26
*
```

LUMO energy (eV): -16.8721
E_HOMO (eV): -18.870
Energy above the lowest of the compared OMol25 structures with the same formula, charge and spin (eV): 0.344
HOMO-LUMO gap (hartree): 0.0734


This record from the OMol25 dataset describes a structure of composition C16H47N4O7Sr2. The level of theory is ωB97M-V/def2-TZVPD.

```
! wB97M-V def2-TZVPD RIJCOSX def2/J DEFGRID3
* xyz 1 1
Sr -2.03 1.02 2.22
Sr 1.25 1.27 0.89
O -0.91 0.54 0.13
H -0.92 -0.37 -0.21
O -0.44 2.85 1.84
H -0.96 3.67 1.77
O 0.12 -0.17 2.73
H -0.02 -1.06 2.35
C -1.16 -3.66 -1.10
C -2.05 -3.42 0.15
C -1.26 -3.64 1.46
O -0.64 -4.89 1.71
C -1.52 -6.00 1.49
N -2.76 -2.18 0.18
H -1.53 -3.22 -2.02
H -0.91 -4.70 -1.27
H -0.18 -3.23 -0.88
H -2.86 -4.15 0.11
H -2.03 -3.54 2.22
H -0.52 -2.85 1.57
H -0.88 -6.87 1.33
H -2.22 -5.97 0.66
H -2.03 -6.20 2.43
H -2.20 -1.45 -0.24
H -2.98 -1.87 1.12
C 4.62 2.36 -1.07
C 3.56 3.27 -0.35
C 2.26 3.54 -1.15
O 1.37 2.42 -1.33
C 0.17 2.58 -2.05
N 3.26 2.69 1.01
H 5.60 2.21 -0.62
H 4.70 2.74 -2.09
H 4.11 1.45 -1.39
H 4.03 4.22 -0.11
H 2.49 4.04 -2.09
H 1.76 4.28 -0.52
H 0.45 2.97 -3.03
H -0.57 3.26 -1.63
H -0.26 1.60 -2.24
H 4.09 2.42 1.52
H 3.06 3.55 1.52
C 5.12 -1.78 1.66
C 4.19 -0.87 0.89
C 3.31 -1.62 -0.13
O 2.38 -0.62 -0.58
C 1.81 -1.00 -1.76
N 3.39 -0.26 1.94
H 4.56 -2.42 2.34
H 5.94 -1.30 2.19
H 5.63 -2.46 0.98
H 4.67 -0.01 0.42
H 2.83 -2.39 0.48
H 3.85 -1.99 -1.00
H 0.82 -1.38 -1.48
H 2.40 -1.71 -2.33
H 1.63 -0.07 -2.31
H 2.91 -0.96 2.49
H 3.92 0.10 2.72
C -5.41 1.88 1.09
C -4.33 1.82 0.03
C -4.71 2.29 -1.35
O -3.69 2.24 -2.27
C -3.44 0.93 -2.72
N -3.16 2.57 0.56
H -5.77 2.90 1.24
H -5.21 1.66 2.14
H -6.34 1.32 0.93
H -3.99 0.79 -0.05
H -5.03 3.34 -1.38
H -5.58 1.79 -1.78
H -2.97 0.84 -3.70
H -4.22 0.17 -2.62
H -2.74 0.61 -1.96
H -3.41 3.54 0.46
H -2.45 2.49 -0.15
*
```

LUMO energy (eV): -2.4887
E_HOMO (eV): -10.983
HOMO-LUMO gap (hartree): 0.3122


This record from the OMol25 dataset describes the ion CH3O2 with charge +1. The level of theory is ωB97M-V/def2-TZVPD.

```
! wB97M-V def2-TZVPD RIJCOSX def2/J DEFGRID3
* xyz 1 1
C 0.64 -0.01 0.04
O -1.56 -0.14 -0.07
O -0.31 0.68 0.04
H 1.59 0.45 0.25
H 0.62 -1.11 0.21
H -2.30 0.55 -0.39
*
```

LUMO energy (eV): -6.9854
E_HOMO (eV): -19.020
Energy above the lowest of the compared OMol25 structures with the same formula, charge and spin (eV): 3.746
HOMO-LUMO gap (hartree): 0.4423


This record from the OMol25 dataset describes the molecule C18H21NO3S2. The level of theory is ωB97M-V/def2-TZVPD.

```
! wB97M-V def2-TZVPD RIJCOSX def2/J DEFGRID3
* xyz 0 1
C 7.25 2.22 1.02
C 5.92 2.97 0.66
N 5.41 3.78 1.80
O 5.39 3.23 2.93
C 4.90 2.04 0.07
C 4.29 1.00 0.82
C 3.38 0.11 0.22
C 3.02 0.32 -1.15
S 1.80 -0.71 -1.90
C 0.32 -0.40 -0.95
C -0.70 -1.33 -0.93
C -1.82 -0.91 -0.09
C -3.06 -1.76 0.08
C -2.72 -2.98 0.94
C -3.61 -2.17 -1.29
O -5.04 -2.11 -1.03
C -5.31 -1.12 -0.08
C -5.52 0.23 -0.80
C -6.46 -1.53 0.80
O -4.12 -1.07 0.74
C -1.64 0.34 0.45
S -0.08 1.03 0.04
C 3.64 1.32 -1.86
C 4.59 2.14 -1.27
H 7.83 1.98 0.15
H 7.07 1.28 1.57
H 7.84 2.88 1.61
H 6.19 3.70 -0.15
H 4.55 0.87 1.87
H 2.87 -0.64 0.83
H -0.67 -2.26 -1.47
H -2.02 -3.66 0.45
H -3.59 -3.61 1.17
H -2.29 -2.67 1.88
H -3.31 -3.17 -1.58
H -3.32 -1.48 -2.09
H -5.93 0.94 -0.06
H -4.55 0.59 -1.12
H -6.19 0.17 -1.67
H -6.69 -0.75 1.55
H -6.28 -2.50 1.29
H -7.31 -1.66 0.17
H -2.37 0.87 1.08
H 3.32 1.52 -2.85
H 5.01 2.94 -1.87
*
```

LUMO energy (eV): -0.5492
Structure (SMILES): C[C@H](N=O)c1ccc(Sc2cc([C@]3(C)COC(C)(C)O3)cs2)cc1
E_HOMO (eV): -8.067
Energy above the lowest of the compared OMol25 structures with the same formula, charge and spin (eV): 3.722
HOMO-LUMO gap (hartree): 0.2763


This record from the OMol25 dataset describes a structure of composition C15H22BrCuN3O. The level of theory is ωB97M-V/def2-TZVPD.

```
! wB97M-V def2-TZVPD RIJCOSX def2/J DEFGRID3
* xyz 4 2
Cu 3.80 25.83 -10.87
Br 5.39 26.52 -10.15
C 8.06 27.69 -11.66
C 7.23 28.90 -11.55
O 7.75 30.04 -11.55
N 5.73 28.81 -11.23
H 5.21 28.90 -12.09
H 5.62 27.85 -10.94
C 5.31 29.90 -10.18
H 7.49 26.80 -11.93
H 8.56 27.56 -10.70
H 8.74 27.88 -12.50
H 4.27 29.69 -9.94
H 5.50 30.93 -10.46
H 5.87 29.72 -9.26
C 7.97 26.04 -8.16
N 7.91 25.28 -9.41
C 6.75 24.82 -9.89
C 6.76 24.21 -11.14
C 8.02 24.09 -11.84
C 9.15 24.56 -11.23
C 9.15 25.10 -9.97
C 8.03 23.59 -13.26
C 6.97 23.93 -14.16
C 7.21 23.69 -15.55
N 8.17 22.86 -15.94
C 9.09 22.36 -15.05
C 8.97 22.65 -13.67
C 8.35 22.56 -17.38
H 7.59 27.03 -8.39
H 8.99 26.05 -7.78
H 7.30 25.50 -7.50
H 5.93 25.20 -9.30
H 5.86 23.86 -11.61
H 10.11 24.52 -11.73
H 10.02 25.40 -9.40
H 6.31 24.66 -13.71
H 6.72 24.23 -16.34
H 9.88 21.69 -15.35
H 9.56 22.23 -12.88
H 8.69 21.53 -17.49
H 9.17 23.21 -17.69
H 7.43 22.77 -17.92
*
```

LUMO energy (alpha / beta) (eV): -14.1253 / -17.2254
E_HOMO (alpha / beta) (eV): -22.391 / -22.400
Energy above the lowest of the compared OMol25 structures with the same formula, charge and spin (eV): 8.890
HOMO-LUMO gap (alpha / beta) (hartree): 0.3037 / 0.1902


This record from the OMol25 dataset describes a structure of composition C10H10NO3. The level of theory is ωB97M-V/def2-TZVPD.

```
! wB97M-V def2-TZVPD RIJCOSX def2/J DEFGRID3
* xyz 1 1
C 2.90 -0.14 1.28
C 1.88 0.67 1.72
C 2.63 -1.03 0.25
C 0.64 0.64 1.13
C 1.41 -1.10 -0.26
C 0.35 -0.27 0.10
C -1.97 1.53 0.81
C -0.81 1.76 -1.63
C -2.07 0.14 0.33
C -1.22 -1.28 -1.59
N -0.95 -0.33 -0.48
O -2.48 2.31 1.47
O -0.26 1.41 -2.54
O -1.28 2.31 -0.75
H 3.85 -0.15 1.70
H 1.87 1.30 2.68
H 3.30 -1.73 -0.20
H 0.07 1.34 1.65
H 1.12 -1.87 -1.00
H -2.10 -0.57 1.14
H -2.97 -0.08 -0.28
H -2.24 -1.84 -1.52
H -1.19 -0.97 -2.61
H -0.49 -2.06 -1.41
*
```

LUMO energy (eV): -5.3800
E_HOMO (eV): -12.339
Energy above the lowest of the compared OMol25 structures with the same formula, charge and spin (eV): 3.248
HOMO-LUMO gap (hartree): 0.2557


This record from the OMol25 dataset describes a cluster of 8 separate species, H15O8 in total. The level of theory is ωB97M-V/def2-TZVPD.

```
! wB97M-V def2-TZVPD RIJCOSX def2/J DEFGRID3
* xyz -1 1
O 2.31 2.01 0.30
H 1.66 1.29 0.56
O -0.47 0.99 -3.11
H -1.07 1.04 -2.34
H -0.30 1.89 -3.27
O 3.53 -1.38 1.04
H 2.88 -1.44 0.32
H 3.26 -0.58 1.49
O 0.12 0.50 1.13
H 1.79 2.42 -0.49
H -0.45 -2.56 1.24
O -1.02 -1.79 1.30
H -3.15 -1.19 0.48
H -0.69 -0.95 1.08
O -1.67 1.46 -0.63
H -2.32 0.75 -0.46
H 0.20 0.92 1.93
O -3.86 -0.67 0.45
H -3.67 -0.01 1.20
H -0.92 1.31 0.08
O 1.25 -1.23 -0.58
H 0.72 -0.86 0.18
H 0.54 -1.11 -1.26
*
```

LUMO energy (eV): 3.4446
E_HOMO (eV): -6.156
Energy above the lowest of the compared OMol25 structures with the same formula, charge and spin (eV): 1.703
HOMO-LUMO gap (hartree): 0.3528


This record from the OMol25 dataset describes the ion C4H9N4O2 with charge +1. The level of theory is ωB97M-V/def2-TZVPD.

```
! wB97M-V def2-TZVPD RIJCOSX def2/J DEFGRID3
* xyz 1 1
N 1.79 1.74 0.83
C 1.38 1.40 -0.34
C 1.17 0.05 -0.93
C 0.61 -1.03 0.02
C -0.96 -1.06 0.04
N -1.63 -2.24 0.03
N -1.73 0.02 0.25
O -3.02 -0.16 0.21
N -1.18 1.30 0.20
O -1.86 2.27 0.23
H 1.77 2.76 1.09
H 2.00 1.09 1.52
H 0.82 2.17 -0.87
H 2.10 -0.23 -1.32
H 0.44 0.05 -1.72
H 0.81 -0.84 1.01
H 0.98 -2.05 -0.37
H -0.94 -2.94 -0.15
H -2.56 -2.29 0.29
*
```

LUMO energy (alpha / beta) (eV): -5.1769 / -5.1767
Structure (SMILES): [NH2+]=CCCC(=[NH2+])N([O-])N=O
E_HOMO (alpha / beta) (eV): -11.851 / -11.850
Energy above the lowest of the compared OMol25 structures with the same formula, charge and spin (eV): 5.335
HOMO-LUMO gap (alpha / beta) (hartree): 0.2453 / 0.2452


This record from the OMol25 dataset describes a structure of composition C43H27Br4IrN2O7P2Te. The level of theory is ωB97M-V/def2-TZVPD.

```
! wB97M-V def2-TZVPD RIJCOSX def2/J DEFGRID3
* xyz -1 6
Ir 0.12 0.16 0.16
O 3.11 0.91 5.62
C 2.50 0.72 4.42
C 3.21 0.65 3.23
C 2.50 0.46 2.06
N 1.17 0.38 2.06
C 0.49 0.36 3.20
C 1.12 0.55 4.42
C -1.01 0.07 3.09
O -1.66 0.10 4.13
O -1.42 -0.20 1.91
C 3.18 0.22 0.72
O 4.40 0.36 0.66
O 2.40 -0.14 -0.22
H 4.06 0.99 5.47
H 4.29 0.72 3.17
H 0.53 0.53 5.32
Te 1.25 4.06 0.25
C 1.08 5.87 -0.82
C -0.10 6.23 -1.47
C -0.14 7.42 -2.17
N 0.88 8.27 -2.25
C 2.00 7.93 -1.62
C 2.15 6.75 -0.91
C -0.04 2.98 -1.02
P 0.83 1.72 -1.94
C 0.03 1.34 -3.53
C -0.59 2.30 -4.33
C -1.10 1.95 -5.57
C -0.98 0.64 -6.03
C -0.35 -0.31 -5.24
C 0.15 0.04 -3.99
C 2.39 2.47 -2.51
C 2.37 3.70 -3.17
C 3.55 4.28 -3.61
C 4.76 3.63 -3.39
C 4.78 2.41 -2.74
C 3.60 1.82 -2.30
P -1.41 2.19 -0.18
C -2.81 2.00 -1.31
C -3.08 2.89 -2.35
C -4.21 2.73 -3.14
C -5.07 1.67 -2.89
C -4.81 0.78 -1.85
C -3.68 0.94 -1.07
C -2.06 3.34 1.07
C -1.52 3.29 2.35
C -1.98 4.14 3.35
C -2.99 5.05 3.06
C -3.53 5.11 1.78
C -3.07 4.26 0.79
H -0.97 5.59 -1.43
H -1.05 7.71 -2.68
H 2.83 8.62 -1.70
H 3.11 6.52 -0.46
H -0.67 3.32 -3.99
H -1.59 2.69 -6.19
H -1.38 0.36 -7.00
H -0.26 -1.34 -5.59
H 0.62 -0.71 -3.36
H 1.43 4.21 -3.33
H 3.52 5.24 -4.11
H 5.68 4.09 -3.72
H 5.72 1.90 -2.55
H 3.63 0.88 -1.76
H -2.40 3.72 -2.53
H -4.40 3.42 -3.95
H -5.95 1.53 -3.51
H -5.48 -0.05 -1.67
H -3.46 0.24 -0.27
H -0.73 2.59 2.56
H -1.57 4.07 4.34
H -3.36 5.70 3.84
H -4.31 5.83 1.56
H -3.52 4.29 -0.19
Br -1.17 -6.86 -1.08
C -1.19 -4.97 -1.18
C -1.98 -4.33 -2.17
Br -3.02 -5.35 -3.37
C -2.01 -2.95 -2.26
Br -3.05 -2.03 -3.53
C -1.23 -2.14 -1.38
O -1.20 -0.89 -1.45
C -0.42 -2.81 -0.36
O 0.27 -2.12 0.43
C -0.44 -4.24 -0.30
Br 0.63 -5.01 1.03
*
```

LUMO energy (alpha / beta) (eV): 1.9858 / 0.5754
E_HOMO (alpha / beta) (eV): -4.607 / -5.617
Energy above the lowest of the compared OMol25 structures with the same formula, charge and spin (eV): 0.000
HOMO-LUMO gap (alpha / beta) (hartree): 0.2423 / 0.2276


This record from the OMol25 dataset describes the molecule C6H9N. The level of theory is ωB97M-V/def2-TZVPD.

```
! wB97M-V def2-TZVPD RIJCOSX def2/J DEFGRID3
* xyz 0 1
C -1.62 1.11 1.32
C -0.30 0.54 1.60
C 0.78 0.06 2.06
C 1.01 0.44 0.37
N 1.08 -0.79 -0.37
C 1.14 -0.65 -1.82
C -0.09 -1.13 -1.16
H -1.55 2.10 0.86
H -2.14 1.24 2.28
H -2.24 0.47 0.69
H 0.45 1.23 -0.19
H 2.01 0.85 0.51
H 1.81 -1.34 -2.33
H 1.12 0.36 -2.24
H -0.94 -0.45 -1.14
H -0.35 -2.19 -1.17
*
```

LUMO energy (eV): 0.8639
E_HOMO (eV): -9.515
Energy above the lowest of the compared OMol25 structures with the same formula, charge and spin (eV): 5.657
HOMO-LUMO gap (hartree): 0.3814


This record from the OMol25 dataset describes the ion C6H11BrN with charge +1. The level of theory is ωB97M-V/def2-TZVPD.

```
! wB97M-V def2-TZVPD RIJCOSX def2/J DEFGRID3
* xyz 1 1
C -1.78 -1.31 0.95
C -1.64 -0.52 -0.36
N -0.43 0.21 -0.42
C -0.32 1.84 -0.25
Br -1.80 2.86 -0.19
C 1.10 2.15 -0.20
C 1.84 0.86 -0.62
C 0.90 -0.30 -0.28
H -1.75 -0.63 1.80
H -2.73 -1.83 0.95
H -0.98 -2.04 1.05
H -2.48 0.16 -0.48
H -1.65 -1.22 -1.21
H 1.35 3.00 -0.84
H 1.36 2.45 0.83
H 2.03 0.89 -1.69
H 2.79 0.76 -0.11
H 1.04 -1.15 -0.96
H 1.06 -0.66 0.75
*
```

LUMO energy (alpha / beta) (eV): -5.6014 / -5.6011
Structure (SMILES): CC[N+]1=C(Br)CCC1
E_HOMO (alpha / beta) (eV): -14.009 / -14.010
Energy above the lowest of the compared OMol25 structures with the same formula, charge and spin (eV): 1.595
HOMO-LUMO gap (alpha / beta) (hartree): 0.3090 / 0.3090